1.
ORCA calculation (ωB97M-V with the def2-TZVPD basis set) on C20H20N2O3PtS2 as an isolated structure.

Values from the calculation:
molar mass = 595.60 g mol⁻¹
energy relative to the best compared isomer or geometry (same formula, charge and spin) = 0.0 kJ/mol
E_HOMO = -7.1 eV
total charge = 0

```
48
C20H20N2O3PtS2 | the Open Molecules 2025 dataset | ωB97M-V with the def2-TZVPD basis set
Pt 1.28 0.62 -0.27
N 5.06 -0.69 -1.28
C 3.75 -0.39 -1.17
O 3.38 0.44 -0.33
C 2.76 -1.03 -2.09
C 1.39 -1.06 -1.39
H 5.71 -0.24 -0.67
H 5.38 -1.38 -1.94
H 3.12 -2.01 -2.43
H 2.72 -0.38 -2.97
H 1.33 -1.93 -0.74
H 0.60 -1.16 -2.14
O 1.20 2.34 0.99
N -0.03 2.72 1.31
C -0.13 3.78 2.15
C -1.34 4.24 2.56
C -2.50 3.61 2.09
C -2.38 2.55 1.24
C -1.12 2.08 0.83
S -0.93 0.75 -0.23
H 0.83 4.18 2.45
H -1.39 5.09 3.23
H -3.48 3.95 2.40
H -3.25 2.02 0.86
O -1.40 -2.55 1.89
S -1.95 -2.40 0.53
C -2.80 -3.95 0.16
C -3.12 -4.26 -1.15
C -3.77 -5.46 -1.42
C -4.07 -6.33 -0.39
C -3.71 -6.02 0.92
C -3.07 -4.82 1.20
C -3.43 -1.38 0.70
C -3.79 -0.98 1.97
C -4.88 -0.13 2.13
C -5.58 0.31 1.01
C -5.20 -0.09 -0.26
C -4.11 -0.93 -0.42
H -2.87 -3.58 -1.96
H -4.03 -5.71 -2.44
H -4.56 -7.27 -0.60
H -3.93 -6.71 1.72
H -2.77 -4.55 2.20
H -3.20 -1.32 2.81
H -5.17 0.19 3.12
H -6.43 0.97 1.14
H -5.74 0.26 -1.13
H -3.79 -1.22 -1.41
```

2.
ORCA calculation (ωB97M-V with the def2-TZVPD basis set) on C28H72AsF9N6O8 as an isolated structure.

Values from the calculation:
molar mass = 866.82 g mol⁻¹
energy relative to the best compared isomer or geometry (same formula, charge and spin) = 0.0 kJ/mol
E_HOMO = -1.0 eV
total charge = -2

```
124
C28H72AsF9N6O8 | the Open Molecules 2025 dataset | ωB97M-V with the def2-TZVPD basis set
C -6.53 1.02 -0.45
O -5.44 1.12 0.53
O -6.15 0.28 -1.43
C -7.86 0.56 0.20
F -7.69 -0.49 1.04
F -8.51 1.56 0.87
F -8.80 0.12 -0.66
C -5.71 1.73 1.76
C -4.47 1.54 2.66
H -4.10 2.49 3.06
H -4.65 0.88 3.51
H -3.63 1.14 2.08
H -6.57 1.29 2.28
H -5.83 2.82 1.65
H -6.73 2.06 -0.84
As -0.21 -0.29 -0.01
F 1.20 -1.28 0.30
F -0.33 -0.02 1.71
F -1.68 0.56 -0.30
F -0.20 -0.67 -1.71
F -1.25 -1.69 0.25
F 0.78 1.10 -0.27
C -1.10 1.75 -3.98
C -2.36 0.90 -4.22
C -2.14 0.04 -5.43
O -3.32 -0.66 -5.73
C -3.34 -1.18 -7.04
N -2.56 0.01 -3.01
H -0.21 1.16 -3.73
H -1.23 2.41 -3.12
H -0.86 2.41 -4.83
H -3.18 1.61 -4.20
H -1.32 -0.69 -5.36
H -1.82 0.67 -6.29
H -3.37 -0.36 -7.78
H -4.20 -1.83 -7.17
H -2.42 -1.77 -7.15
H -2.03 0.58 -2.37
H -1.91 -0.75 -3.17
C 4.66 -1.33 -2.03
C 4.20 -1.73 -3.43
C 4.17 -3.22 -3.69
O 4.19 -3.48 -5.06
C 3.99 -4.81 -5.46
N 2.86 -1.11 -3.65
H 4.80 -0.26 -1.95
H 5.59 -1.86 -1.77
H 3.98 -1.76 -1.29
H 4.94 -1.31 -4.12
H 3.34 -3.72 -3.17
H 5.02 -3.64 -3.10
H 3.01 -4.98 -5.90
H 4.20 -5.50 -4.63
H 4.74 -5.06 -6.22
H 2.31 -1.22 -2.80
H 2.46 -1.78 -4.30
C 1.84 -2.61 7.25
C 2.61 -3.47 6.28
C 2.45 -2.89 4.88
O 1.07 -2.89 4.53
C 0.87 -2.08 3.38
N 4.04 -3.42 6.64
H 2.19 -1.58 7.31
H 1.85 -2.95 8.30
H 0.79 -2.49 6.98
H 2.23 -4.49 6.33
H 2.84 -3.66 4.19
H 2.95 -1.93 4.78
H 1.27 -1.08 3.59
H -0.17 -1.97 3.13
H 1.43 -2.43 2.51
H 4.52 -4.19 6.19
H 4.12 -3.66 7.63
C 4.73 4.19 4.63
C 4.48 3.15 3.54
C 3.23 2.30 3.67
O 2.07 3.10 3.59
C 0.97 2.31 3.19
N 4.57 3.78 2.21
H 3.89 4.89 4.71
H 5.66 4.70 4.41
H 4.82 3.71 5.61
H 5.35 2.48 3.65
H 3.20 1.80 4.65
H 3.34 1.55 2.87
H 0.94 1.99 2.15
H 0.03 2.82 3.43
H 0.84 1.47 3.89
H 3.95 4.58 2.34
H 4.01 3.22 1.55
C 4.26 2.78 -2.51
C 4.01 3.39 -1.11
C 3.10 4.59 -1.16
O 3.87 5.72 -1.56
C 3.09 6.81 -1.97
N 3.37 2.35 -0.27
H 3.35 2.59 -3.06
H 4.77 1.82 -2.37
H 4.89 3.51 -3.03
H 4.97 3.75 -0.72
H 2.53 4.82 -0.26
H 2.29 4.38 -1.89
H 2.15 6.56 -2.46
H 3.67 7.32 -2.75
H 2.95 7.55 -1.17
H 3.92 1.50 -0.28
H 2.49 2.10 -0.71
C -4.06 -2.49 2.04
C -4.33 -2.79 0.57
C -5.79 -3.18 0.30
O -6.19 -2.99 -1.02
C -7.25 -3.79 -1.44
N -3.98 -1.67 -0.30
H -4.38 -1.51 2.37
H -2.98 -2.53 2.21
H -4.47 -3.27 2.70
H -3.76 -3.66 0.22
H -6.47 -2.62 0.96
H -5.99 -4.24 0.54
H -6.89 -4.83 -1.42
H -7.47 -3.55 -2.47
H -8.17 -3.63 -0.86
H -4.25 -0.81 0.18
H -2.95 -1.57 -0.32
```

The records above give, respectively, F_max values of 0.0044, 0.0528 hartree/bohr.